Entry 1:
The following is a quantum chemistry calculation of a cluster of 2 separate species, C23H27N3S2 in total at a distorted geometry, from the OMol25 dataset.

```
55
Properties=species:S:1:pos:R:3:forces:R:3:nbo_charge:R:1
C -5.749 -2.919 -1.446 1.535 0.138 -0.163 -0.40
N -4.287 -2.776 -1.250 -0.044 0.034 0.689 -0.45
C -3.514 -4.034 -1.368 -0.633 0.976 -0.017 -0.23
C -2.088 -3.860 -0.853 0.356 0.298 -0.368 -0.23
N -1.405 -2.673 -1.420 -0.876 -0.019 -0.303 -0.46
C -0.032 -2.614 -1.513 -0.690 -0.522 0.360 -0.09
S 0.874 -4.016 -1.432 0.332 -0.923 0.134 -0.34
S 0.739 -1.135 -1.655 0.411 1.548 -0.027 -0.40
C -2.226 -1.448 -1.462 0.389 -0.419 -0.162 -0.23
C -3.613 -1.719 -2.033 -0.630 -0.902 0.475 -0.23
H -6.244 -1.964 -1.289 0.054 0.130 0.018 0.19
H -5.966 -3.264 -2.453 -0.321 -0.168 -0.434 0.16
H -6.156 -3.633 -0.733 0.082 -0.098 0.081 0.20
H -4.038 -4.820 -0.815 0.190 0.109 0.123 0.20
H -3.509 -4.347 -2.417 0.202 -0.128 -0.276 0.16
H -2.077 -3.762 0.236 -0.203 0.010 0.161 0.17
H -1.490 -4.744 -1.092 -0.087 0.241 -0.041 0.26
H -2.288 -1.044 -0.448 -0.258 0.144 0.133 0.17
H -1.703 -0.703 -2.068 -0.058 -0.221 0.081 0.25
H -3.542 -2.052 -3.074 0.245 0.063 -0.308 0.17
H -4.234 -0.818 -2.037 0.151 0.000 0.217 0.19
C 5.921 0.737 1.394 0.299 -0.033 0.005 -0.67
C 4.908 1.523 0.659 0.070 0.245 -0.729 0.37
N 5.186 2.342 -0.392 0.169 -0.676 0.782 -0.49
C 4.012 2.906 -0.890 -1.351 0.108 -0.124 0.20
C 2.946 2.441 -0.101 -0.109 0.519 -0.419 -0.09
C 1.631 2.757 -0.464 0.343 -0.164 0.036 -0.16
C 1.411 3.560 -1.557 0.135 0.129 -0.158 -0.19
C 2.477 4.032 -2.328 -0.162 -0.007 0.158 -0.19
C 3.775 3.704 -2.011 0.672 -0.306 0.328 -0.25
C 3.514 1.557 0.900 -0.843 -0.504 0.787 -0.19
C 2.805 0.711 1.779 0.302 0.666 -1.276 0.12
C 1.419 0.827 2.121 -0.201 0.090 0.157 -0.18
C 0.780 2.071 2.310 0.168 -0.163 -0.112 -0.13
C -0.572 2.140 2.540 0.202 0.038 0.074 -0.24
C -1.342 0.982 2.608 0.086 -0.361 -0.055 0.06
C -2.811 1.059 2.819 -0.384 -0.173 0.152 -0.64
C -0.717 -0.253 2.463 -0.192 0.145 -0.011 -0.17
C 0.632 -0.335 2.235 0.634 0.104 -0.087 -0.09
H 5.476 0.141 2.191 -0.037 0.139 -0.140 0.24
H 6.450 0.060 0.723 0.017 -0.033 -0.096 0.25
H 6.663 1.395 1.844 0.061 0.049 0.070 0.25
H 6.098 2.483 -0.825 -0.352 -0.176 0.409 0.43
H 0.802 2.338 0.075 -0.107 0.032 -0.072 0.24
H 0.400 3.825 -1.827 -0.074 -0.070 -0.082 0.22
H 2.275 4.638 -3.197 0.038 0.072 -0.060 0.22
H 4.598 4.028 -2.622 0.173 0.137 -0.224 0.22
H 3.304 -0.191 2.085 0.202 -0.244 0.301 0.22
H 1.359 2.975 2.245 0.147 0.186 0.051 0.22
H -1.056 3.095 2.656 -0.017 0.210 0.065 0.22
H -3.245 0.063 2.927 0.026 0.116 -0.050 0.23
H -3.040 1.625 3.723 -0.050 0.078 -0.041 0.23
H -3.297 1.550 1.974 -0.005 0.040 0.028 0.24
H -1.306 -1.153 2.502 -0.103 -0.186 -0.015 0.22
H 1.093 -1.291 2.066 0.092 -0.301 -0.025 0.24
```
Forces are in eV/Å.

Its largest force on an atom is 0.0312 Eh/bohr. The calculation puts the energy relative to the best compared isomer or geometry (same formula, charge and spin) at 39.39 kcal per mole. The value obtained for the HOMO energy is -5.1942 eV. Its frontier orbital gap is 2.7 eV. Its LUMO energy is -2.4872 eV.



Entry 2:
The following is a quantum chemistry calculation of a cluster of 2 separate species, C23H27OSi in total at a distorted geometry, from the OMol25 dataset.

```
52
Properties=species:S:1:pos:R:3:forces:R:3:nbo_charge:R:1
C 1.232 -5.636 -0.853 -0.431 -0.375 -0.738 -1.15
Si -0.273 -5.119 -1.973 1.238 3.392 1.318 1.88
C -0.014 -4.233 -3.688 -0.129 -0.976 0.472 -1.14
C -1.842 -4.689 -0.982 0.125 -0.565 -0.507 -1.19
H 0.596 -1.472 -0.047 0.094 -0.832 -0.074 0.19
H 1.253 -6.739 -0.866 0.060 0.171 0.286 0.28
H 2.240 -5.320 -1.164 -0.563 0.034 -0.587 0.29
H 1.167 -5.288 0.194 -0.699 -0.184 -0.458 0.30
H -0.282 -5.002 -4.438 0.111 0.472 -0.063 0.28
H -0.641 -3.340 -3.846 -0.269 -0.620 0.445 0.29
H 1.010 -3.882 -3.901 -0.153 -0.643 0.454 0.29
H -2.503 -5.559 -1.067 -0.159 0.009 0.261 0.28
H -1.692 -4.463 0.077 0.595 -0.590 -0.022 0.30
H -2.436 -3.830 -1.299 0.283 -0.043 -0.815 0.30
C 4.947 -1.056 4.163 0.333 -0.056 0.601 -0.63
C 3.861 -0.939 3.176 -0.310 -0.491 -0.275 -0.02
C 4.121 -1.452 1.906 -0.376 0.280 -0.673 -0.21
C 3.206 -1.218 0.891 -0.371 0.193 0.275 -0.20
C 2.025 -0.477 1.135 -0.110 -0.295 0.359 -0.06
C 1.037 -0.490 -0.018 0.593 0.483 0.168 -0.42
C -0.153 0.408 -0.116 0.064 0.351 -0.576 -0.05
C -0.526 1.328 0.844 -0.094 0.262 -0.011 -0.14
C -1.642 2.133 0.704 -1.059 -0.381 -0.474 -0.26
C -2.451 1.943 -0.423 0.251 0.814 -0.511 0.30
O -3.577 2.720 -0.725 0.120 0.254 0.201 -0.51
C -3.384 4.110 -0.838 0.846 0.214 -0.077 0.29
C -3.503 4.733 -2.091 -0.278 -0.412 0.389 -0.25
C -3.254 6.104 -2.223 -0.329 -0.648 0.512 -0.20
C -2.847 6.809 -1.080 0.097 0.215 -0.683 -0.21
C -2.710 6.211 0.171 -0.258 -0.158 -0.747 -0.20
C -2.988 4.851 0.273 -0.322 0.185 0.031 -0.26
C -2.089 1.023 -1.418 0.049 0.106 0.276 -0.25
C -0.917 0.292 -1.292 -0.403 -0.082 0.614 -0.20
C 1.759 0.006 2.428 0.111 -0.536 0.416 -0.14
C 2.652 -0.320 3.475 0.057 0.381 -0.867 -0.22
H 4.717 -0.471 5.034 0.095 0.349 0.490 0.22
H 5.128 -2.068 4.503 0.045 -0.326 -0.058 0.22
H 5.857 -0.679 3.706 0.245 0.046 0.177 0.22
H 5.050 -2.007 1.720 -0.408 0.358 0.058 0.21
H 3.374 -1.595 -0.123 0.022 0.071 0.327 0.20
H 1.640 -0.370 -0.919 -0.135 -0.082 -0.203 0.22
H 0.056 1.465 1.737 -0.170 0.254 -0.372 0.19
H -1.917 2.814 1.506 0.154 -0.202 -0.380 0.23
H -3.833 4.114 -2.921 0.109 0.197 0.017 0.22
H -3.444 6.585 -3.200 0.388 -0.184 0.784 0.23
H -2.606 7.848 -1.219 -0.032 0.329 0.198 0.22
H -2.416 6.801 1.041 -0.074 -0.264 -0.297 0.23
H -2.944 4.380 1.235 -0.041 -0.071 0.196 0.21
H -2.749 0.922 -2.274 0.176 0.094 0.017 0.23
H -0.606 -0.415 -2.074 -0.147 0.340 0.301 0.19
H 0.852 0.607 2.638 1.134 -1.136 0.221 0.20
H 2.460 -0.077 4.521 -0.074 0.299 -0.399 0.22
```
Forces are in eV/Å.

Its largest force on an atom is 0.0748 Eh/bohr. The calculation puts the energy relative to the best compared isomer or geometry (same formula, charge and spin) at 59.02 kcal per mole. The value obtained for the HOMO energy is -10.4196 eV. Its total charge is +1. Its frontier orbital gap is 4.1 eV. Its LUMO energy is -6.3125 eV.